Entry P
Molecular formula: C6H13N
Method: DFT, ωB97M-V with the def2-TZVPD basis set

Values from the calculation:
* molar mass: 99.2 g mol⁻¹
* gap between HOMO and LUMO: 0.3696 Ha
* SMILES: C/C=C/CCCN

Each atom is followed by the atoms it is bonded to, with distances in Å.
Element x y z (Å)
1 C 3.14 0.46 1.20  C2 1.499, H8 1.088, H9 1.093, H10 1.089
2 C 1.83 -0.11 0.74  C1 1.499, C3 1.324, H11 1.087
3 C 0.64 0.23 1.22  C2 1.324, C4 1.507, H12 1.091
4 C -0.68 -0.40 0.86  C3 1.507, C5 1.518, H13 1.086, H14 1.100
5 C -0.82 -0.81 -0.60  C4 1.518, C6 1.532, H15 1.090, H16 1.091
6 C -1.49 0.24 -1.50  C5 1.532, N7 1.456, H17 1.095, H18 1.098
7 N -2.90 -0.04 -1.69  C6 1.456, H19 1.006, H20 1.007
8 H 3.53 -0.02 2.09  C1 1.088
9 H 3.06 1.53 1.41  C1 1.093
10 H 3.89 0.41 0.41  C1 1.089
11 H 1.88 -0.78 -0.12  C2 1.087
12 H 0.59 0.95 2.03  C3 1.091
13 H -0.94 -1.20 1.54  C4 1.086
14 H -1.40 0.41 1.05  C4 1.100
15 H 0.13 -1.12 -1.03  C5 1.090
16 H -1.42 -1.71 -0.72  C5 1.091
17 H -0.98 0.25 -2.47  C6 1.095
18 H -1.34 1.25 -1.08  C6 1.098
19 H -3.30 0.39 -2.51  N7 1.006
20 H -3.42 0.04 -0.83  N7 1.007



Entry Q
Molecular formula: C6H13N
Method: DFT, ωB97M-V with the def2-TZVPD basis set

Values from the calculation:
* molar mass: 99.2 g mol⁻¹
* gap between HOMO and LUMO: 0.4015 Ha
* SMILES: C=NCCC.C=C

Each atom is followed by the atoms it is bonded to, with distances in Å.
Element x y z (Å)
1 C 2.07 -0.68 -0.65  N2 1.263, H6 1.091, H7 1.101
2 N 0.83 -0.75 -0.85  C1 1.263, C3 1.450
3 C 0.02 -1.47 0.11  N2 1.450, C4 1.527, H8 1.098, H9 1.105
4 C -1.14 -0.61 0.62  C3 1.527, C5 1.526, H10 1.097, H11 1.098
5 C -2.08 -1.41 1.51  C4 1.526, H12 1.096, H13 1.097, H14 1.094
6 H 2.70 -0.12 -1.35  C1 1.091
7 H 2.58 -1.15 0.21  C1 1.101
8 H -0.39 -2.35 -0.40  C3 1.098
9 H 0.62 -1.85 0.97  C3 1.105
10 H -1.67 -0.21 -0.25  C4 1.097
11 H -0.73 0.25 1.16  C4 1.098
12 H -1.56 -1.80 2.39  C5 1.096
13 H -2.50 -2.26 0.97  C5 1.097
14 H -2.92 -0.79 1.86  C5 1.094
15 C 0.96 2.69 -0.47  C16 1.328, H17 1.088, H18 1.087
16 C 0.43 2.38 -1.64  C15 1.328, H19 1.087, H20 1.087
17 H 0.94 1.99 0.37  C15 1.088
18 H 1.45 3.65 -0.29  C15 1.087
19 H 0.45 3.08 -2.48  C16 1.087
20 H -0.04 1.42 -1.81  C16 1.087



Entry R
Molecular formula: C6H13N
Method: DFT, ωB97M-V with the def2-TZVPD basis set

Values from the calculation:
* molar mass: 99.2 g mol⁻¹
* gap between HOMO and LUMO: 0.3380 Ha
* SMILES: CCCC/C=C/N

Each atom is followed by the atoms it is bonded to, with distances in Å.
Element x y z (Å)
1 C 2.10 -0.01 1.06  C2 1.524, H8 1.090, H9 1.092, H10 1.087
2 C 1.29 1.28 1.03  C1 1.524, C3 1.518, H11 1.095, H12 1.097
3 C -0.20 1.16 1.29  C2 1.518, C4 1.546, H13 1.091, H14 1.091
4 C -0.99 0.68 0.05  C3 1.546, C5 1.524, H15 1.103, H16 1.099
5 C -0.89 -0.73 -0.50  C4 1.524, C6 1.328, H17 1.077
6 C -1.63 -1.03 -1.57  C5 1.328, N7 1.426, H18 1.081
7 N -1.62 -2.32 -2.17  C6 1.426, H19 1.018, H20 1.013
8 H 3.16 0.19 0.94  C1 1.090
9 H 2.01 -0.48 2.05  C1 1.092
10 H 1.90 -0.76 0.30  C1 1.087
11 H 1.76 1.97 1.74  C2 1.095
12 H 1.54 1.81 0.10  C2 1.097
13 H -0.63 2.15 1.42  C3 1.091
14 H -0.44 0.48 2.10  C3 1.091
15 H -2.05 0.83 0.34  C4 1.103
16 H -1.03 1.48 -0.70  C4 1.099
17 H 0.00 -1.22 -0.13  C5 1.077
18 H -1.93 -0.30 -2.31  C6 1.081
19 H -0.80 -2.83 -1.86  N7 1.018
20 H -1.53 -2.34 -3.17  N7 1.013



Entry S
Molecular formula: C6H13N
Method: DFT, ωB97M-V with the def2-TZVPD basis set

Values from the calculation:
* molar mass: 99.2 g mol⁻¹
* gap between HOMO and LUMO (alpha / beta): 0.3029 / 0.3029 Ha

Each atom is followed by the atoms it is bonded to, with distances in Å.
Element x y z (Å)
1 C 2.99 -0.13 -0.30  C2 1.532, H8 1.096, H9 1.095, H10 1.096
2 C 1.64 -0.86 -0.28  C1 1.532, C3 1.500, H11 1.097, H12 1.100
3 C 0.57 -0.12 0.48  C2 1.500, N4 1.291, H14 1.088
4 N -0.61 0.03 0.00  C3 1.291, C5 1.348, C6 1.458
5 C -1.50 0.08 -1.02  N4 1.348, C6 1.486, H15 1.083
6 C -1.93 0.58 0.31  N4 1.458, C5 1.486, C7 1.514, H17 1.096
7 C -2.83 -0.18 1.27  C6 1.514, H18 1.097, H19 1.095, H20 1.096
8 H 3.35 0.07 0.71  C1 1.096
9 H 2.91 0.83 -0.82  C1 1.095
10 H 3.74 -0.74 -0.81  C1 1.096
11 H 1.28 -1.01 -1.31  C2 1.097
12 H 1.78 -1.86 0.16  C2 1.100
13 H 0.74 1.74 -1.48  H16 0.755
14 H 0.77 0.30 1.47  C3 1.088
15 H -1.84 -0.77 -1.60  C5 1.083
16 H 0.07 1.49 -1.73  H13 0.755
17 H -1.92 1.66 0.47  C6 1.096
18 H -3.86 0.11 1.06  C7 1.097
19 H -2.75 -1.26 1.10  C7 1.095
20 H -2.62 0.04 2.32  C7 1.096



Most stable structure - entry P; separation to the second - 59.8 kJ/mol.



Entry P
Molecular formula: C8H16N2
Method: DFT, ωB97M-V with the def2-TZVPD basis set

Values from the calculation:
* molar mass: 140.2 g mol⁻¹
* gap between HOMO and LUMO: 0.3417 Ha
* SMILES: CCc1c[nH]cn1.CCC

Each atom is followed by the atoms it is bonded to, with distances in Å.
Element x y z (Å)
1 C 3.99 0.01 -1.10  C2 1.538, H8 1.094, H9 1.091, H10 1.083
2 C 3.13 1.22 -1.52  C1 1.538, C3 1.494, H11 1.095, H12 1.098
3 C 1.67 0.95 -1.65  C2 1.494, C4 1.373, N7 1.363
4 C 0.93 0.20 -0.77  C3 1.373, N5 1.372, H13 1.071
5 N -0.36 0.26 -1.22  C4 1.372, C6 1.352, H14 1.004
6 C -0.35 1.01 -2.34  N5 1.352, N7 1.308, H15 1.076
7 N 0.85 1.45 -2.62  C3 1.363, C6 1.308
8 H 4.95 0.40 -0.75  C1 1.094
9 H 4.21 -0.67 -1.92  C1 1.091
10 H 3.51 -0.52 -0.29  C1 1.083
11 H 3.35 2.01 -0.80  C2 1.095
12 H 3.50 1.62 -2.47  C2 1.098
13 H 1.21 -0.29 0.14  C4 1.071
14 H -1.07 -0.33 -0.82  N5 1.004
15 H -1.25 1.29 -2.87  C6 1.076
16 C -2.55 -2.00 2.37  C17 1.522, H19 1.087, H20 1.077, H21 1.099
17 C -2.20 -0.86 1.43  C16 1.522, C18 1.538, H22 1.091, H23 1.090
18 C -2.81 0.50 1.81  C17 1.538, H24 1.089, H25 1.096, H26 1.087
19 H -3.43 -1.77 2.98  C16 1.087
20 H -1.74 -2.30 3.00  C16 1.077
21 H -2.79 -2.94 1.86  C16 1.099
22 H -1.12 -0.75 1.31  C17 1.091
23 H -2.55 -1.07 0.42  C17 1.090
24 H -3.44 0.93 1.03  C18 1.089
25 H -3.52 0.39 2.64  C18 1.096
26 H -2.12 1.25 2.16  C18 1.087



Entry Q
Molecular formula: C8H16N2
Method: DFT, ωB97M-V with the def2-TZVPD basis set

Values from the calculation:
* molar mass: 140.2 g mol⁻¹
* gap between HOMO and LUMO: 0.3494 Ha
* SMILES: Cc1c[nH]cn1.CCCC

Each atom is followed by the atoms it is bonded to, with distances in Å.
Element x y z (Å)
1 C 0.74 3.74 1.83  C2 1.493, H7 1.103, H8 1.103, H9 1.103
2 C 1.21 2.60 1.00  C1 1.493, C3 1.381, N6 1.378
3 C 2.50 2.13 0.84  C2 1.381, N4 1.374, H10 1.090
4 N 2.40 1.07 -0.03  C3 1.374, C5 1.362, H11 1.023
5 C 1.08 0.94 -0.36  N4 1.362, N6 1.323, H12 1.090
6 N 0.34 1.85 0.24  C2 1.378, C5 1.323
7 H 1.59 4.21 2.36  C1 1.103
8 H 0.01 3.39 2.58  C1 1.103
9 H 0.25 4.50 1.20  C1 1.103
10 H 3.46 2.44 1.26  C3 1.090
11 H 3.17 0.48 -0.37  N4 1.023
12 H 0.72 0.16 -1.04  C5 1.090
13 C 1.03 1.43 4.07  C14 1.528, H17 1.103, H18 1.103, H19 1.103
14 C 0.04 0.66 3.20  C13 1.528, C15 1.527, H20 1.107, H21 1.107
15 C 0.72 -0.42 2.37  C14 1.527, C16 1.528, H22 1.107, H23 1.107
16 C -0.26 -1.20 1.49  C15 1.528, H24 1.103, H25 1.103, H26 1.103
17 H 0.51 2.20 4.67  C13 1.103
18 H 1.79 1.92 3.44  C13 1.103
19 H 1.54 0.74 4.77  C13 1.103
20 H -0.73 0.18 3.84  C14 1.107
21 H -0.48 1.36 2.52  C14 1.107
22 H 1.49 0.05 1.72  C15 1.107
23 H 1.24 -1.13 3.05  C15 1.107
24 H -0.78 -0.51 0.80  C16 1.103
25 H -1.02 -1.69 2.12  C16 1.103
26 H 0.26 -1.97 0.90  C16 1.103



Most stable structure - entry Q; separation to the second - 35.8 kJ/mol.



Entry P
Molecular formula: C5H11NO
Method: DFT, ωB97M-V with the def2-TZVPD basis set

Values from the calculation:
* molar mass: 101.1 g mol⁻¹
* gap between HOMO and LUMO: 0.3740 Ha
* SMILES: C[C@@H]1CN[C@]1(C)O

Each atom is followed by the atoms it is bonded to, with distances in Å.
Element x y z (Å)
1 C 1.11 -0.80 -1.49  C2 1.518, H8 1.096, H9 1.097, H10 1.096
2 C 0.63 0.23 -0.47  C1 1.518, C3 1.542, C5 1.565, H11 1.097
3 C 1.32 0.27 0.90  C2 1.542, N4 1.479, H12 1.098, H13 1.095
4 N 0.02 0.03 1.58  C3 1.479, C5 1.472, H14 1.014
5 C -0.70 -0.07 0.30  C2 1.565, N4 1.472, C6 1.518, O7 1.410
6 C -1.86 0.88 0.11  C5 1.518, H15 1.096, H16 1.097, H17 1.097
7 O -1.23 -1.37 0.11  C5 1.410, H18 0.968
8 H 0.48 -0.78 -2.39  C1 1.096
9 H 2.14 -0.59 -1.79  C1 1.097
10 H 1.07 -1.81 -1.08  C1 1.096
11 H 0.59 1.22 -0.93  C2 1.097
12 H 2.02 -0.56 1.09  C3 1.098
13 H 1.82 1.21 1.15  C3 1.095
14 H -0.29 0.80 2.17  N4 1.014
15 H -2.28 0.76 -0.90  C6 1.096
16 H -1.56 1.92 0.25  C6 1.097
17 H -2.65 0.63 0.83  C6 1.097
18 H -0.63 -1.98 0.56  O7 0.968



Entry Q
Molecular formula: C5H11NO
Method: DFT, ωB97M-V with the def2-TZVPD basis set

Values from the calculation:
* molar mass: 101.1 g mol⁻¹
* gap between HOMO and LUMO: 0.3733 Ha
* SMILES: CNCCCC=O

Each atom is followed by the atoms it is bonded to, with distances in Å.
Element x y z (Å)
1 C -0.67 -0.40 -2.77  N2 1.492, H8 1.089, H9 1.083, H10 1.086
2 N -0.57 -0.66 -1.30  C1 1.492, C3 1.445, H11 1.016
3 C -0.94 0.52 -0.56  N2 1.445, C4 1.540, H12 1.093, H13 1.101
4 C -0.98 0.26 0.96  C3 1.540, C5 1.530, H14 1.093, H15 1.091
5 C 0.14 -0.63 1.50  C4 1.530, C6 1.497, H16 1.063, H17 1.101
6 C 1.43 0.10 1.74  C5 1.497, O7 1.203, H18 1.109
7 O 1.93 0.86 0.95  C6 1.203
8 H -0.18 -1.20 -3.31  C1 1.089
9 H -0.34 0.61 -2.94  C1 1.083
10 H -1.70 -0.48 -3.11  C1 1.086
11 H -1.29 -1.35 -1.14  N2 1.016
12 H -0.23 1.33 -0.75  C3 1.093
13 H -1.91 0.97 -0.83  C3 1.101
14 H -1.93 -0.23 1.19  C4 1.093
15 H -0.96 1.22 1.47  C4 1.091
16 H -0.14 -1.28 2.29  C5 1.063
17 H 0.37 -1.36 0.71  C5 1.101
18 H 1.93 -0.13 2.70  C6 1.109



Entry R
Molecular formula: C5H11NO
Method: DFT, ωB97M-V with the def2-TZVPD basis set

Values from the calculation:
* molar mass: 101.1 g mol⁻¹
* gap between HOMO and LUMO: 0.3526 Ha
* SMILES: C/C=C/NC=O.C

Each atom is followed by the atoms it is bonded to, with distances in Å.
Element x y z (Å)
1 C 0.86 2.39 0.07  C2 1.500, H7 1.095, H8 1.097, H9 1.097
2 C 0.14 1.44 0.98  C1 1.500, C3 1.331, H10 1.091
3 C -0.60 0.43 0.53  C2 1.331, N4 1.402, H11 1.085
4 N -1.28 -0.48 1.35  C3 1.402, C5 1.366, H12 1.010
5 C -1.94 -1.57 0.86  N4 1.366, O6 1.214, H13 1.105
6 O -2.03 -1.86 -0.32  C5 1.214
7 H 0.76 2.08 -0.98  C1 1.095
8 H 0.45 3.41 0.15  C1 1.097
9 H 1.93 2.45 0.31  C1 1.097
10 H 0.26 1.59 2.05  C2 1.091
11 H -0.75 0.22 -0.52  C3 1.085
12 H -1.26 -0.35 2.36  N4 1.010
13 H -2.41 -2.18 1.66  C5 1.105
14 C 1.33 -1.67 -1.58  H15 1.094, H16 1.093, H17 1.093, H18 1.094
15 H 1.61 -0.84 -0.93  C14 1.094
16 H 1.46 -1.38 -2.62  C14 1.093
17 H 1.96 -2.54 -1.36  C14 1.093
18 H 0.28 -1.93 -1.40  C14 1.094



Entry S
Molecular formula: C5H11NO
Method: DFT, ωB97M-V with the def2-TZVPD basis set

Values from the calculation:
* molar mass: 101.1 g mol⁻¹
* gap between HOMO and LUMO: 0.3739 Ha
* SMILES: C=CC[C@H](N)CO

Each atom is followed by the atoms it is bonded to, with distances in Å.
Element x y z (Å)
1 C 0.96 -1.72 -2.58  C2 1.336, H8 1.087, H9 1.077
2 C 0.78 -1.19 -1.37  C1 1.336, C3 1.505, H10 1.097
3 C 0.33 0.18 -0.93  C2 1.505, C4 1.599, H11 1.087, H12 1.112
4 C -0.20 0.08 0.58  C3 1.599, N5 1.461, C6 1.546, H13 1.092
5 N -1.38 -0.77 0.53  C4 1.461, H14 1.016, H15 1.018
6 C -0.42 1.54 1.02  C4 1.546, O7 1.418, H16 1.087, H17 1.103
7 O 0.10 1.63 2.34  C6 1.418, H18 0.952
8 H 1.24 -1.11 -3.45  C1 1.087
9 H 0.87 -2.79 -2.66  C1 1.077
10 H 1.00 -1.74 -0.45  C2 1.097
11 H -0.43 0.84 -1.34  C3 1.087
12 H 1.27 0.76 -0.92  C3 1.112
13 H 0.70 -0.27 1.10  C4 1.092
14 H -1.35 -1.52 1.21  N5 1.016
15 H -1.31 -1.28 -0.35  N5 1.018
16 H -0.02 2.25 0.31  C6 1.087
17 H -1.50 1.73 1.11  C6 1.103
18 H -0.12 2.36 2.91  O7 0.952



Most stable structure - entry R; separation to the second - 28.8 kJ/mol.